No. 1
DFT (the ωB97M-V functional and the def2-TZVPD basis) results for a cluster of 2 separate species, C3H9N2 in total at a distorted geometry.

Results
ΔE to the lowest compared entry with this formula, charge and spin: 2.942 eV
Molecular weight: 73.12 Da
Total charge: +1
LUMO: -5.58 eV

Positions of all 14 atoms, in Å:
C -0.78 -0.01 1.53
N 0.11 0.85 1.96
H -0.70 -1.11 1.80
H -1.73 0.12 1.03
H -0.03 1.82 1.82
H 0.80 0.65 2.65
C 0.24 -1.50 -0.96
C 0.72 -0.27 -1.07
N -0.14 0.80 -1.60
H -0.82 -1.83 -1.11
H 0.75 -2.43 -0.88
H 1.75 -0.07 -0.84
H -1.04 0.46 -1.74
H 0.15 1.46 -2.25



No. 2
DFT (the ωB97M-V functional and the def2-TZVPD basis) results for a cluster of 2 separate species, C4H12BrF6NO2P3 in total.

Results
Molecular weight: 392.96 Da
Total charge: -1
LUMO: 2.44 eV

Positions of all 29 atoms, in Å:
C 1.15 -0.90 0.73
C 0.63 0.38 1.40
O 0.08 1.29 0.44
C -0.37 0.15 2.55
P -2.18 0.30 2.24
C -2.57 -0.92 0.88
N -2.04 -0.82 -0.45
P -2.39 2.30 1.33
O -3.42 1.88 0.12
Br -3.87 3.06 2.88
H 1.04 -0.79 -0.35
H 0.66 -1.80 1.09
H 2.22 -1.02 0.91
H 1.50 0.86 1.85
H 0.76 1.90 0.17
H -0.13 0.79 3.40
H -0.25 -0.88 2.90
H -2.37 -1.90 1.31
H -3.66 -0.84 0.80
H -2.49 -0.11 -1.00
H -1.03 -0.74 -0.51
H -3.15 2.40 -0.64
F 2.98 -2.30 -3.15
P 3.13 -0.66 -3.16
F 2.65 0.82 -3.74
F 3.56 -0.99 -4.72
F 1.53 -0.67 -2.70
F 4.63 0.04 -3.06
F 3.42 -0.85 -1.53



No. 3
DFT (the ωB97M-V functional and the def2-TZVPD basis) results for a structure of composition C27H40BBr2F6MgN4O7S at a distorted geometry.

Results
Molecular weight: 873.62 Da
Total charge: -1
LUMO: -4.22 eV

Positions of all 89 atoms, in Å:
N 0.44 1.54 5.91
C 0.62 0.95 4.88
C 0.97 0.56 3.35
C 1.88 1.67 2.62
C 1.37 1.97 1.13
N 1.09 2.42 0.05
C 3.43 1.31 2.53
C 4.37 1.91 3.64
C 5.93 1.66 3.62
C 6.57 0.78 2.48
C 5.64 0.17 1.38
C 4.10 0.46 1.42
H 1.37 -0.51 3.28
H -0.06 0.57 2.81
H 1.79 2.64 3.26
H 3.88 2.59 4.47
H 6.59 2.14 4.43
H 7.71 0.64 2.52
H 6.14 -0.48 0.55
H 3.47 0.01 0.56
F 3.21 6.51 -5.35
C 2.70 5.67 -4.44
C 3.52 4.70 -3.87
C 3.00 3.83 -2.93
C 1.66 3.92 -2.56
C 0.84 4.89 -3.14
C 1.37 5.77 -4.08
H 4.56 4.64 -4.18
H 3.64 3.08 -2.47
H 1.25 3.24 -1.82
H -0.20 4.96 -2.86
H 0.75 6.54 -4.53
F 3.28 3.82 4.89
Br 6.60 11.77 -6.29
C 5.22 10.43 -6.58
C 5.72 9.05 -6.24
Br 6.87 8.35 -7.65
H 4.89 10.53 -7.61
H 4.41 10.71 -5.91
H 4.89 8.34 -6.18
H 6.29 9.01 -5.32
C -3.61 -0.20 2.47
C -4.22 -1.24 1.55
N -3.79 -1.13 0.08
C -4.29 0.22 -0.45
C -4.54 -2.17 -0.77
C -4.22 -3.63 -0.48
C -2.27 -1.13 -0.15
C -1.47 -2.31 0.43
O -1.59 -2.36 1.84
C -1.58 -3.68 2.38
H -3.91 0.82 2.20
H -3.96 -0.38 3.49
H -2.52 -0.23 2.49
H -5.31 -1.14 1.56
H -3.99 -2.24 1.89
H -5.37 0.28 -0.27
H -4.09 0.27 -1.53
H -3.76 1.02 0.06
H -4.32 -1.96 -1.82
H -5.61 -2.00 -0.59
H -3.33 -3.95 -1.01
H -5.03 -4.26 -0.87
H -4.12 -3.86 0.58
H -1.89 -0.21 0.29
H -2.12 -1.08 -1.23
H -0.41 -2.15 0.20
H -1.75 -3.25 -0.04
H -1.26 -4.43 1.65
H -2.59 -3.92 2.72
H -0.91 -3.70 3.24
C -2.38 -7.77 1.24
N -2.32 -6.75 0.16
O -3.09 -6.88 -0.78
O -1.49 -5.86 0.30
H -3.15 -8.50 0.99
H -1.40 -8.25 1.30
H -2.63 -7.25 2.17
O -8.36 -3.43 -1.08
S -8.13 -3.46 0.37
O -7.70 -2.13 0.82
O -7.07 -4.45 0.67
O -9.37 -3.84 1.06
Mg 5.29 -1.92 0.42
B 1.57 -7.65 1.34
F 1.25 -8.09 0.01
F 1.52 -6.22 1.40
F 0.62 -8.20 2.27
F 2.89 -8.10 1.68



No. 4
DFT (the ωB97M-V functional and the def2-TZVPD basis) results for a structure of composition C35H25BrN7O4SV at a distorted geometry.

Results
⟨S²⟩: 2.01
ΔE to the lowest compared entry with this formula, charge and spin: 1.642 eV
Molecular weight: 770.54 Da
Spin multiplicity: 3
LUMO (alpha / beta): -0.07 / -0.27 eV

Positions of all 74 atoms, in Å:
V 0.59 -0.24 -0.33
C 3.96 2.07 0.89
C 2.69 1.72 0.46
N 2.28 0.47 0.38
C 3.11 -0.53 0.76
C 4.41 -0.26 1.27
C 4.82 1.09 1.31
C 5.20 -1.33 1.72
C 4.70 -2.61 1.64
C 3.44 -2.88 1.11
C 2.61 -1.87 0.64
N 1.37 -1.92 0.07
C 0.69 -3.00 -0.43
C 0.93 -4.37 -0.31
C 0.11 -5.30 -0.96
C -0.93 -4.92 -1.76
C -1.23 -3.56 -1.91
C -2.27 -3.06 -2.73
C -2.48 -1.70 -2.80
C -1.70 -0.85 -2.02
N -0.71 -1.29 -1.25
C -0.45 -2.61 -1.20
H 4.25 3.11 0.90
H 1.97 2.48 0.18
H 5.81 1.33 1.68
H 6.18 -1.13 2.13
H 5.30 -3.44 1.99
H 3.13 -3.91 1.09
H 1.72 -4.76 0.30
H 0.33 -6.35 -0.82
H -1.53 -5.65 -2.29
H -2.88 -3.75 -3.28
H -3.25 -1.29 -3.43
H -1.88 0.22 -2.01
N -0.13 0.79 -8.22
C 0.23 0.84 -6.90
C 0.48 2.06 -6.27
C 0.83 2.10 -4.93
C 0.93 0.92 -4.21
C 0.64 -0.29 -4.81
C 0.29 -0.34 -6.14
S 1.51 0.94 -2.53
O 1.79 -0.45 -2.17
O 2.62 1.85 -2.41
N 0.30 1.27 -1.54
C -0.14 2.45 -1.12
N 0.18 3.58 -1.77
C -0.23 4.71 -1.22
C -1.01 4.76 -0.07
C -1.35 3.52 0.48
N -0.92 2.39 -0.02
H 0.02 1.61 -8.79
H -0.09 -0.09 -8.69
H 0.40 2.98 -6.83
H 1.04 3.03 -4.43
H 0.71 -1.19 -4.22
H 0.08 -1.28 -6.62
H 0.08 5.62 -1.73
H -1.33 5.69 0.37
H -1.99 3.43 1.35
Br -1.70 0.10 7.43
C -0.63 0.39 5.87
C 0.65 0.89 6.02
C 1.42 1.11 4.89
C 0.92 0.81 3.63
C -0.37 0.31 3.50
C -1.15 0.10 4.63
C -0.99 0.05 2.15
O -2.20 -0.02 2.01
O -0.17 -0.07 1.17
H 1.04 1.12 7.00
H 2.42 1.51 4.99
H 1.52 0.99 2.75
H -2.16 -0.28 4.50